Entry 1:
Below is a structure of composition C12H19IrNO8P2S2, with properties calculated with ωB97M-V/def2-TZVPD.

Output
⟨S²⟩: 0.791
gap between HOMO and LUMO (spin up / spin down): 7.02 / 6.94 eV
ΔE to the lowest compared entry with this formula, charge and spin: 3.6 kcal/mol

```
! wB97M-V def2-TZVPD RIJCOSX def2/J DEFGRID3
* xyz 0 2
Ir -0.505 0.771 0.580
C 2.925 -0.781 3.266
C 2.581 0.568 2.653
O 3.459 1.567 3.146
P 2.710 0.536 0.817
O 3.129 1.936 0.265
O 4.024 -0.323 0.581
O 1.521 -0.052 0.116
P 0.825 1.016 2.928
O 0.770 1.525 4.432
O 0.586 2.156 1.946
O -0.144 -0.126 2.721
H 3.974 -1.011 3.093
H 2.306 -1.560 2.822
H 2.740 -0.746 4.340
H 3.057 2.441 3.053
H 2.512 2.710 0.354
H 4.296 -0.337 -0.346
H 0.269 0.911 4.983
C -2.480 3.738 0.366
O -1.211 4.402 0.448
C -0.120 3.853 -0.056
S 1.299 4.660 0.125
S -0.194 2.384 -1.050
H -3.197 4.441 0.779
H -2.461 2.823 0.950
H -2.726 3.498 -0.667
C -3.207 0.031 -2.561
C -4.058 0.055 -1.323
C -5.434 -0.052 -1.369
C -6.190 -0.021 -0.203
C -5.567 0.117 1.029
C -4.191 0.233 1.130
C -3.504 0.367 2.455
C -3.427 0.206 -0.064
N -2.082 0.334 -0.023
H -3.821 0.020 -3.460
H -2.563 -0.852 -2.564
H -2.543 0.897 -2.587
H -5.925 -0.159 -2.329
H -7.268 -0.103 -0.256
H -6.163 0.134 1.934
H -4.230 0.453 3.262
H -2.849 1.242 2.471
H -2.856 -0.490 2.649
*
```

Entry 2:
Below is a cluster of 2 separate species, C12H19N4 in total, with properties calculated with ωB97M-V/def2-TZVPD.

Output
⟨S²⟩: 0.772
gap between HOMO and LUMO (spin up / spin down): 9.29 / 6.50 eV
ΔE to the lowest compared entry with this formula, charge and spin: 7.3 kcal/mol

```
! wB97M-V def2-TZVPD RIJCOSX def2/J DEFGRID3
* xyz 2 2
C 1.176 -2.745 -1.574
C 1.945 -1.532 -1.232
C 2.832 -0.716 -1.975
C 1.808 -0.928 0.059
C 2.617 0.254 0.045
C 1.152 -1.310 1.245
C 2.824 0.966 1.204
C 1.539 -0.744 2.440
C 2.350 0.419 2.401
N 3.269 0.272 -1.191
H 1.721 -3.688 -1.639
H 0.501 -2.705 -2.417
H 3.054 -0.751 -3.033
H 3.896 0.980 -1.555
H 0.544 -2.208 1.366
H 3.379 1.907 1.215
H 1.233 -1.105 3.397
H 2.666 0.801 3.372
H 0.407 -2.843 -0.783
C -3.703 1.520 0.175
C -4.122 0.143 0.659
C -1.401 1.266 -0.536
N -2.676 1.702 -0.856
N -0.879 1.525 0.649
N -0.616 0.757 -1.480
H -4.581 2.014 -0.206
H -3.439 2.137 1.061
H -3.325 -0.612 0.657
H -4.887 -0.294 0.006
H -2.833 1.284 -1.768
H -1.448 1.547 1.478
H 0.107 1.431 0.850
H -0.900 0.702 -2.448
H 0.296 0.377 -1.268
H -4.507 0.178 1.681
*
```

Entry 3:
Below is a structure of composition C12H20Cl2N2Sn, with properties calculated with ωB97M-V/def2-TZVPD.

Output
gap between HOMO and LUMO (spin up / spin down): 8.19 / 7.86 eV
ΔE to the lowest compared entry with this formula, charge and spin: 0.0 kcal/mol

```
! wB97M-V def2-TZVPD RIJCOSX def2/J DEFGRID3
* xyz 0 1
Sn 0.712 0.842 1.338
Cl -1.036 2.249 2.071
Cl 2.193 0.699 3.196
C 1.055 -1.729 -1.686
H 0.518 -2.175 -0.882
H 1.755 -0.929 -1.488
C -1.126 -1.579 -2.968
C 0.500 -1.756 -2.948
H -1.686 -2.491 -2.736
C 1.107 -0.662 -3.857
H 0.651 -2.787 -3.366
C 0.530 0.728 -3.538
H 2.178 -0.561 -3.753
H 0.903 -0.941 -4.893
C -0.957 0.779 -3.822
H 0.697 0.943 -2.471
H 1.026 1.535 -4.099
C -1.725 -0.262 -2.968
H -1.357 1.772 -3.613
H -1.136 0.562 -4.882
H -1.780 0.093 -1.901
H -2.773 -0.305 -3.329
C 0.495 -4.484 3.255
C -0.144 -3.272 2.693
C -1.392 -3.048 2.113
C -1.444 -1.696 1.747
N -0.291 -1.098 2.132
N 0.456 -2.069 2.730
C -2.474 -1.025 0.930
H 0.635 -4.429 4.348
H -0.160 -5.336 3.036
H 1.486 -4.657 2.810
H -2.141 -3.798 1.915
H 1.367 -1.868 3.122
H -2.174 -1.000 -0.131
H -3.396 -1.622 1.003
H -2.660 0.004 1.257
*
```

Entry 4:
Below is a structure of composition C12H20Cl6O15S3, with properties calculated with ωB97M-V/def2-TZVPD.

Output
gap between HOMO and LUMO: 10.57 eV
ΔE to the lowest compared entry with this formula, charge and spin: 4.4 kcal/mol

```
! wB97M-V def2-TZVPD RIJCOSX def2/J DEFGRID3
* xyz 0 1
C 16.929 -8.979 -3.071
Cl 18.277 -8.633 -2.019
Cl 15.628 -9.683 -2.209
Cl 17.410 -9.955 -4.566
H 16.465 -8.084 -3.487
C 14.894 -5.954 -4.841
Cl 16.035 -5.084 -3.771
Cl 14.042 -7.139 -3.921
Cl 15.960 -6.722 -5.915
H 14.279 -5.313 -5.473
C 17.847 -6.874 -8.887
C 16.593 -5.999 -9.166
C 16.542 -4.705 -8.327
O 16.848 -3.662 -9.320
C 16.842 -4.149 -10.466
O 16.996 -3.486 -11.502
O 16.505 -5.477 -10.464
H 17.914 -7.310 -7.890
H 18.729 -6.266 -9.089
H 17.839 -7.805 -9.454
H 15.750 -6.576 -8.787
H 17.415 -4.505 -7.705
H 15.698 -4.514 -7.665
C 9.523 -5.520 -8.054
C 9.511 -6.811 -8.890
O 10.916 -6.939 -8.896
S 11.523 -6.861 -7.343
O 12.906 -6.539 -7.338
O 11.095 -8.056 -6.692
O 10.514 -5.560 -7.025
H 8.561 -5.576 -7.545
H 9.609 -4.633 -8.682
H 9.087 -6.716 -9.890
H 9.085 -7.662 -8.358
C 20.330 -3.370 -6.364
C 20.769 -2.144 -5.476
O 19.692 -1.510 -4.905
S 18.329 -2.442 -5.129
O 17.506 -1.782 -6.137
O 17.717 -2.685 -3.857
O 19.140 -3.795 -5.786
H 21.106 -4.134 -6.406
H 20.206 -3.088 -7.410
H 21.125 -1.307 -6.078
H 21.464 -2.513 -4.722
C 13.554 -2.886 -1.919
C 14.225 -3.075 -0.563
O 13.671 -1.956 0.133
S 13.685 -0.666 -0.873
O 15.005 -0.299 -1.349
O 12.705 0.287 -0.400
O 12.940 -1.565 -2.050
H 12.786 -3.637 -2.100
H 14.192 -3.068 -2.785
H 15.310 -3.176 -0.590
H 13.926 -3.958 0.002
*
```

Entry 5:
Below is a structure of composition C12H20ClI2OP2Sn, with properties calculated with ωB97M-V/def2-TZVPD.

Output
gap between HOMO and LUMO (spin up / spin down): 2.59 / 2.58 eV
ΔE to the lowest compared entry with this formula, charge and spin: 28.9 kcal/mol

```
! wB97M-V def2-TZVPD RIJCOSX def2/J DEFGRID3
* xyz 3 1
I -0.760 -2.646 -3.717
I 0.830 -1.084 -5.412
Sn -0.896 -0.411 0.816
P 1.763 -1.511 0.846
C 2.633 -2.455 -0.454
C 2.930 -0.134 1.118
H 1.617 -2.029 3.230
H 3.121 -2.704 2.496
H 1.536 -3.508 2.252
C 2.041 -2.533 2.351
H 2.475 0.640 1.737
H 3.843 -0.502 1.595
H 3.517 -2.940 0.000
H 2.942 -1.781 -1.269
H 3.181 0.343 0.170
H 1.950 -3.221 -0.866
C 0.440 -0.089 -1.094
O 0.905 -0.158 -2.159
Cl 0.124 1.554 1.879
C -2.976 0.861 -2.418
P -2.238 1.255 -0.808
C -1.092 2.644 -1.180
C -3.503 2.184 0.139
C -3.067 2.982 1.213
C -3.937 3.819 1.906
C -5.292 3.850 1.579
C -5.740 3.062 0.513
C -4.863 2.212 -0.181
H -2.281 0.303 -3.066
H -3.282 1.807 -2.905
H -3.896 0.258 -2.290
H -1.705 3.404 -1.682
H -0.620 3.036 -0.276
H -0.299 2.312 -1.852
H -2.030 2.949 1.536
H -3.572 4.419 2.742
H -6.002 4.473 2.124
H -6.782 3.058 0.216
H -5.241 1.597 -1.000
*
```

Entry 6:
Below is the ion C12H20ClINO7S with charge -1, with properties calculated with ωB97M-V/def2-TZVPD.

Output
gap between HOMO and LUMO: 5.47 eV

```
! wB97M-V def2-TZVPD RIJCOSX def2/J DEFGRID3
* xyz -1 1
C -4.774 -2.524 -1.017
C -4.355 -3.039 0.371
C -2.973 -2.621 0.855
C -2.715 -1.139 0.696
O -1.567 -0.802 1.474
C -0.994 0.410 1.315
Cl -2.116 1.688 0.577
O -0.571 0.976 2.493
S 0.390 2.352 2.056
O -0.156 3.714 2.182
O 1.546 2.142 2.860
O 0.696 1.761 0.498
C 0.299 0.409 0.448
C 1.462 -0.399 0.986
C 2.846 0.040 0.494
C 2.990 0.183 -1.014
C 4.295 0.858 -1.412
O 4.224 2.256 -1.189
C 3.644 2.963 -2.254
O -0.096 0.158 -0.927
C -0.003 -1.067 -1.299
N -0.071 -2.183 -1.592
H -4.280 -1.606 -1.318
H -4.640 -3.261 -1.804
H -5.839 -2.298 -0.995
H -5.105 -2.727 1.095
H -4.414 -4.125 0.337
H -2.157 -3.194 0.418
H -2.938 -2.811 1.929
H -3.589 -0.601 1.060
H -2.594 -0.908 -0.358
H 1.336 -1.471 0.842
H 1.449 -0.241 2.061
H 3.112 0.977 0.974
H 3.548 -0.724 0.828
H 2.197 0.833 -1.379
H 2.872 -0.769 -1.535
H 5.148 0.449 -0.876
H 4.407 0.708 -2.490
H 4.348 3.128 -3.075
H 2.766 2.461 -2.670
H 3.295 3.911 -1.858
I -0.925 6.134 2.208
*
```

Entry 7:
Below is a structure of composition C12H20F12NaO16S4, with properties calculated with ωB97M-V/def2-TZVPD.

Output
gap between HOMO and LUMO: 6.14 eV
ΔE to the lowest compared entry with this formula, charge and spin: 90.2 kcal/mol

```
! wB97M-V def2-TZVPD RIJCOSX def2/J DEFGRID3
* xyz -3 1
Na -9.290 -9.437 13.967
C -9.871 -13.940 15.533
F -10.119 -13.562 16.820
F -9.506 -15.220 15.606
F -11.035 -13.943 14.827
S -8.511 -12.887 14.614
O -9.250 -11.720 14.092
O -7.425 -12.722 15.626
O -8.145 -13.645 13.430
C -13.758 -10.316 11.786
F -13.303 -11.601 11.801
F -13.321 -9.644 10.711
F -15.078 -10.461 11.766
S -13.123 -9.294 13.291
O -13.537 -10.132 14.390
O -11.668 -9.131 13.162
O -13.943 -8.052 13.231
C -7.327 -6.945 17.552
F -7.307 -5.618 17.200
F -6.545 -7.106 18.621
F -8.522 -7.336 17.876
S -6.602 -7.982 16.032
O -7.583 -7.914 14.966
O -5.338 -7.309 15.744
O -6.381 -9.361 16.543
C -4.607 -9.694 11.945
F -4.414 -8.843 13.010
F -5.041 -8.907 11.057
F -3.615 -10.363 11.624
S -5.916 -10.854 12.510
O -7.141 -10.113 12.783
O -5.992 -11.876 11.456
O -5.393 -11.472 13.734
C -11.246 -7.952 16.357
O -10.202 -8.913 16.186
C -10.176 -9.927 17.189
C -11.448 -10.785 17.320
O -12.595 -10.199 17.958
C -12.335 -10.021 19.343
H -11.050 -7.146 15.649
H -11.338 -7.430 17.309
H -12.195 -8.408 16.075
H -9.799 -9.477 18.107
H -9.423 -10.637 16.845
H -11.391 -11.750 17.824
H -11.610 -11.084 16.285
H -13.303 -9.821 19.803
H -11.615 -9.212 19.460
H -12.011 -10.940 19.832
C -9.377 -16.680 10.368
O -9.417 -15.170 10.383
C -10.615 -14.589 10.016
C -10.638 -13.152 10.557
O -9.575 -12.397 10.231
C -9.645 -10.999 10.543
H -10.138 -17.091 11.031
H -8.373 -16.894 10.735
H -9.560 -17.073 9.368
H -11.474 -15.106 10.443
H -10.651 -14.669 8.929
H -10.600 -13.088 11.644
H -11.612 -12.692 10.394
H -10.392 -10.567 9.878
H -8.748 -10.467 10.225
H -9.820 -10.892 11.613
*
```

Entry 8:
Below is a structure of composition C12H20F3N6O5PdS2, with properties calculated with ωB97M-V/def2-TZVPD.

Output
gap between HOMO and LUMO (spin up / spin down): 7.66 / 7.66 eV
ΔE to the lowest compared entry with this formula, charge and spin: 30.3 kcal/mol

```
! wB97M-V def2-TZVPD RIJCOSX def2/J DEFGRID3
* xyz 1 1
Pd -0.001 -1.526 0.000
F 0.965 -4.223 1.198
C 2.241 -4.193 0.764
F 3.033 -4.272 1.831
F 2.449 -5.234 -0.021
S 2.550 -2.615 -0.143
O 3.960 -2.546 -0.341
O 1.669 -2.695 -1.301
O 2.014 -1.590 0.794
C -2.474 -1.426 3.705
C -1.736 -2.020 2.490
N -0.801 -1.023 1.937
C 0.288 -0.779 2.900
C -0.308 -0.414 4.274
N -1.775 -0.152 4.082
C -1.977 0.876 3.004
C -1.527 0.245 1.672
H -2.450 -2.085 4.570
H -3.508 -1.169 3.482
H -2.439 -2.294 1.709
H -1.160 -2.903 2.765
H 0.917 0.016 2.506
H 0.905 -1.671 2.970
H 0.139 0.483 4.695
H -0.223 -1.225 4.996
H -2.167 0.199 4.953
H -1.386 1.748 3.280
H -3.031 1.148 3.002
H -0.873 0.914 1.119
H -2.366 0.009 1.021
O -1.120 -3.970 -1.838
S -2.177 -3.096 -1.366
N -1.832 -1.894 -0.535
C -1.165 2.049 -3.447
N 0.189 1.579 -3.179
C 1.201 1.773 -4.061
C 2.440 1.301 -3.824
C 2.631 0.588 -2.601
N 1.649 0.408 -1.731
C 0.410 0.860 -2.006
O -0.560 0.660 -1.257
N 3.839 0.093 -2.296
H -1.162 2.608 -4.379
H -1.503 2.689 -2.636
H -1.846 1.204 -3.526
H 0.949 2.322 -4.958
H 3.241 1.453 -4.530
H 4.566 0.073 -2.989
H 3.925 -0.535 -1.512
*
```

Entry 9:
Below is a cluster of 2 separate species, C12H20N3 in total, with properties calculated with ωB97M-V/def2-TZVPD.

Output
gap between HOMO and LUMO: 9.47 eV
ΔE to the lowest compared entry with this formula, charge and spin: 38.7 kcal/mol

```
! wB97M-V def2-TZVPD RIJCOSX def2/J DEFGRID3
* xyz 1 1
C -3.017 -1.986 0.610
C -2.948 -1.965 -0.852
C -2.270 -0.995 1.092
C -2.367 -0.792 -1.228
C -0.103 2.878 0.706
C 2.393 -1.887 -0.806
C 2.202 -2.003 0.673
C -0.857 1.707 1.214
C -0.765 3.096 -0.678
C 1.122 -1.118 -1.245
C 1.532 -0.654 1.114
C -1.170 0.946 -0.008
N -1.783 -0.277 -0.052
N -1.280 1.833 -0.992
N 0.928 -0.126 -0.156
H -3.669 -2.630 1.211
H -3.170 -2.722 -1.617
H -2.253 -0.519 2.080
H -2.013 -0.653 -2.253
H -0.111 3.730 1.333
H 0.911 2.677 0.425
H 3.133 -1.176 -0.932
H 2.593 -2.859 -1.262
H 1.574 -2.810 0.768
H 3.146 -2.208 1.206
H -0.419 1.197 2.091
H -1.769 2.116 1.449
H -1.480 3.885 -0.674
H 0.004 3.455 -1.357
H 1.103 -0.623 -2.205
H 0.303 -1.853 -1.217
H 0.794 -0.935 1.928
H 2.196 -0.037 1.522
H -1.772 1.650 -1.826
H 1.585 0.574 -0.371
*
```

Entry 10:
Below is a cluster of 5 separate species, C12H20NO15S in total, with properties calculated with ωB97M-V/def2-TZVPD.

Output
gap between HOMO and LUMO: 7.29 eV
ΔE to the lowest compared entry with this formula, charge and spin: 68.4 kcal/mol

```
! wB97M-V def2-TZVPD RIJCOSX def2/J DEFGRID3
* xyz -1 1
N -18.462 -9.230 14.219
O -19.623 -8.971 14.614
O -17.723 -9.996 14.863
O -18.058 -8.639 13.199
O -21.309 -14.155 14.671
S -20.468 -14.167 15.793
O -19.073 -13.820 15.815
O -21.049 -12.901 16.672
C -20.420 -11.600 16.500
C -21.416 -10.611 16.989
C -20.822 -15.598 16.860
H -20.155 -11.745 15.417
H -19.410 -11.647 17.169
H -22.337 -10.753 16.509
H -21.126 -9.602 16.780
H -21.587 -10.678 17.924
H -21.976 -15.529 17.072
H -20.141 -15.563 17.669
H -20.900 -16.422 16.112
C -22.441 -6.708 15.777
C -23.676 -7.658 15.650
O -23.836 -7.596 14.298
C -23.366 -6.515 13.800
O -23.309 -6.196 12.571
O -22.587 -5.891 14.641
H -21.542 -7.198 15.779
H -22.374 -6.010 16.653
H -24.323 -7.085 16.196
H -23.692 -8.435 16.091
C -18.210 -12.789 11.557
C -19.140 -11.584 11.334
O -20.364 -12.148 10.856
C -20.167 -13.379 10.470
O -20.939 -14.012 9.839
O -18.887 -13.737 10.653
H -18.222 -13.228 12.686
H -17.248 -12.541 11.415
H -18.689 -10.854 10.465
H -19.246 -11.121 12.264
C -15.273 -5.992 10.555
C -16.746 -6.024 10.791
O -16.904 -4.960 11.692
C -15.835 -4.557 12.135
O -15.627 -3.687 12.939
O -14.796 -5.170 11.464
H -15.073 -5.293 9.606
H -14.592 -6.937 10.381
H -16.889 -6.975 11.401
H -17.215 -6.085 9.933
*
```

Entry 11:
Below is an isolated molecule of C12H20O, with properties calculated with ωB97M-V/def2-TZVPD.

Output
gap between HOMO and LUMO: 8.78 eV
ΔE to the lowest compared entry with this formula, charge and spin: 70.2 kcal/mol
SMILES string: CC(C)=C1O[C@]2(C)CCC(C)(C)[C@H]12

```
! wB97M-V def2-TZVPD RIJCOSX def2/J DEFGRID3
* xyz 0 1
C -0.641 -1.107 -0.018
C -0.870 -2.062 -0.909
C -0.584 2.130 0.377
C -0.640 1.503 1.813
C 0.658 0.025 0.303
C 0.530 1.345 -0.345
C -0.166 0.100 1.610
C -2.061 -2.953 -0.938
C 0.143 -2.309 -2.063
C 1.860 2.119 -0.118
C 0.327 1.318 -1.884
C 0.550 -0.499 2.797
O -1.269 -0.755 1.123
H -1.420 1.928 -0.235
H -0.459 3.151 0.395
H 0.095 1.968 2.430
H -1.583 1.536 2.413
H 1.612 -0.531 0.404
H -1.946 -3.817 -0.310
H -2.837 -2.371 -0.555
H -2.259 -3.237 -1.962
H 0.615 -3.178 -1.863
H -0.300 -2.121 -2.955
H 0.943 -1.501 -2.058
H 1.927 3.021 -0.653
H 2.779 1.602 -0.507
H 2.079 2.294 1.005
H 1.369 0.977 -2.226
H 0.092 2.334 -2.215
H -0.650 0.719 -2.119
H 1.176 0.316 3.193
H 1.106 -1.266 2.425
H -0.177 -0.678 3.644
*
```

Number 1: strongest force on any atom 1.38 eV/A. Number 2: strongest force on any atom 3.35 eV/A. Number 3: strongest force on any atom 5.22 eV/A. Number 4: strongest force on any atom 6.66 eV/A. Number 5: strongest force on any atom 6.39 eV/A. Number 6: strongest force on any atom 4.28 eV/A. Number 7: strongest force on any atom 7.59 eV/A. Number 8: strongest force on any atom 1.03 eV/A. Number 9: strongest force on any atom 6.10 eV/A. Number 10: strongest force on any atom 12.28 eV/A. Number 11: strongest force on any atom 5.96 eV/A.